(P)
ORCA calculation (ωB97M-V/def2-TZVPD) on an isolated molecule of C20H28N2O3.

* molecular weight: 344.45 g mol⁻¹
* Kohn-Sham gap: 8.48 eV
* structure (SMILES): CC(C)CCOc1ccc(C(=O)NC[C@H](c2ccco2)N(C)C)cc1

Last column: natural (NBO) charge in e.
Cartesian coordinates (Å):
C -0.899 6.825 -1.309  -0.61
H -1.792 6.824 -1.984  0.21
H -0.773 7.491 -0.628  0.20
H -0.029 6.915 -2.079  0.19
C -0.969 5.471 -0.904  -0.19
C -2.199 5.426 0.169  -0.62
H -2.279 6.234 1.044  0.22
H -2.083 4.365 0.515  0.21
H -2.938 5.516 -0.526  0.20
C 0.351 5.276 0.142  -0.42
C 1.839 5.078 -0.581  -0.06
H 2.680 5.051 -0.089  0.17
O 1.405 3.866 -1.643  -0.55
C 1.664 2.628 -0.837  0.35
C 1.993 2.367 0.285  -0.37
C 1.951 1.162 0.942  -0.08
C 1.519 0.002 -0.005  -0.14
C 1.274 0.344 -1.266  -0.21
C 1.409 1.462 -1.769  -0.21
H 1.058 1.860 -2.665  0.23
H 1.172 -0.484 -2.098  0.20
C 1.821 -1.241 0.719  0.67
O 2.613 -1.676 1.553  -0.63
N 0.944 -2.183 0.123  -0.65
H 0.452 -1.990 -0.797  0.40
C 0.809 -3.701 0.444  -0.18
H 1.388 -3.757 1.132  0.18
H 1.134 -4.387 -0.343  0.22
C -0.679 -3.772 1.069  -0.08
C -1.642 -3.953 -0.110  0.21
C -2.224 -4.997 -0.631  -0.27
C -2.990 -4.460 -1.902  -0.34
C -2.587 -3.217 -1.882  0.19
O -1.840 -2.819 -1.026  -0.43
H -2.914 -2.388 -2.664  0.18
H -3.544 -5.066 -2.276  0.19
H -2.356 -6.003 -0.362  0.23
N -1.097 -2.792 2.190  -0.44
C -0.117 -2.782 3.134  -0.29
H -0.018 -3.649 3.756  0.15
H 0.712 -2.555 2.947  0.17
H -0.530 -1.873 4.019  0.15
C -2.434 -2.891 2.347  -0.40
H -2.788 -2.118 2.993  0.21
H -2.483 -3.875 2.802  0.15
H -3.138 -3.083 1.462  0.23
H -0.750 -4.936 1.470  0.18
H 2.132 0.741 1.857  0.24
H 2.327 3.112 1.043  0.22
H 1.881 5.980 -1.327  0.19
H 0.624 6.158 0.754  0.19
H 0.288 4.424 0.806  0.20
H -0.805 4.508 -1.509  0.26

=====

(Q)
ORCA calculation (ωB97M-V/def2-TZVPD) on an isolated molecule of C20H28N2O3.

* molecular weight: 344.45 g mol⁻¹
* Kohn-Sham gap: 8.83 eV
* structure (SMILES): CCCCOc1ccc(NC(=O)C(=O)NCCC2=CCCCC2)cc1

Last column: natural (NBO) charge in e.
Cartesian coordinates (Å):
C -5.823 -0.040 -2.439  -0.61
C -5.737 -1.248 -1.515  -0.40
C -6.855 -1.297 -0.472  -0.42
C -6.742 -0.231 0.623  -0.06
O -5.621 -0.463 1.456  -0.51
C -4.417 0.109 1.174  0.28
C -4.237 1.360 0.587  -0.24
C -2.964 1.857 0.387  -0.22
C -1.844 1.128 0.773  0.11
C -2.019 -0.110 1.387  -0.21
C -3.289 -0.606 1.583  -0.24
H -3.437 -1.564 2.057  0.23
H -1.157 -0.676 1.698  0.25
N -0.581 1.669 0.532  -0.57
C 0.638 1.146 0.740  0.58
O 0.925 0.056 1.206  -0.62
C 1.723 2.128 0.276  0.59
O 1.434 3.211 -0.207  -0.64
N 2.947 1.645 0.486  -0.59
H 2.991 0.692 0.834  0.43
C 4.167 2.249 0.019  -0.22
H 4.851 2.379 0.864  0.19
H 3.908 3.230 -0.385  0.23
C 4.826 1.376 -1.062  -0.43
C 5.086 -0.010 -0.536  0.01
C 4.221 -0.997 -0.736  -0.19
C 4.364 -2.377 -0.174  -0.44
C 5.414 -2.424 0.932  -0.39
C 6.661 -1.671 0.485  -0.39
C 6.329 -0.194 0.291  -0.44
H 6.183 0.278 1.269  0.20
H 7.166 0.318 -0.191  0.21
H 7.014 -2.091 -0.459  0.20
H 7.458 -1.778 1.223  0.21
H 5.014 -1.956 1.835  0.20
H 5.658 -3.460 1.172  0.21
H 4.642 -3.062 -0.982  0.21
H 3.395 -2.708 0.208  0.22
H 3.344 -0.832 -1.349  0.20
H 4.158 1.328 -1.923  0.22
H 5.758 1.852 -1.372  0.21
H -0.547 2.600 0.116  0.43
H -2.837 2.827 -0.072  0.21
H -5.080 1.966 0.295  0.21
H -7.610 -0.303 1.286  0.19
H -6.728 0.770 0.186  0.17
H -6.842 -2.274 0.015  0.21
H -7.822 -1.175 -0.966  0.20
H -4.768 -1.255 -1.010  0.21
H -5.797 -2.157 -2.119  0.20
H -5.671 0.887 -1.894  0.20
H -6.795 0.000 -2.926  0.20
H -5.056 -0.103 -3.208  0.21

=====

Least stable of them? (P).

=====

(P)
ORCA calculation (ωB97M-V/def2-TZVPD) on a cluster of 2 separate species, C6H13OP in total.

* molecular weight: 132.14 g mol⁻¹
* Kohn-Sham gap: 9.42 eV
* structure (SMILES): C/C=P/OCC.C=C

Last column: natural (NBO) charge in e.
Cartesian coordinates (Å):
C 2.536 1.006 -0.310  -0.63
C 1.362 0.106 -0.510  -0.74
C -0.952 -2.798 -1.815  -0.63
C -0.474 2.123 2.640  -0.39
C -1.115 -1.798 -0.681  -0.05
C -1.363 2.367 1.699  -0.38
O -1.174 -0.478 -1.174  -0.81
P -0.058 0.710 -1.149  1.03
H 3.388 0.673 -0.902  0.21
H 2.840 1.007 0.737  0.21
H 1.507 -0.925 -0.213  0.21
H -0.027 -2.611 -2.354  0.21
H -0.934 -3.807 -1.413  0.21
H -1.782 -2.707 -2.511  0.21
H -0.439 1.184 3.171  0.19
H 0.267 2.852 2.928  0.19
H 2.286 2.023 -0.600  0.21
H -0.307 -1.907 0.045  0.17
H -2.065 -1.967 -0.163  0.18
H -2.103 1.640 1.405  0.19
H -1.391 3.306 1.170  0.19

=====

(Q)
ORCA calculation (ωB97M-V/def2-TZVPD) on a cluster of 2 separate species, C6H13OP in total.

* molecular weight: 132.14 g mol⁻¹
* Kohn-Sham gap: 8.33 eV
* structure (SMILES): C[C@@H]1C[C@H]1C.CP=O

Last column: natural (NBO) charge in e.
Cartesian coordinates (Å):
C 0.324 0.202 -1.762  -0.44
C 0.589 -0.344 -0.333  -0.22
C 1.425 0.738 -0.894  -0.22
C 1.044 -1.829 -0.365  -0.60
C 1.252 2.015 -0.132  -0.59
C -4.217 -0.296 1.282  -1.03
O -2.621 0.645 -0.729  -0.98
P -3.232 -0.664 -0.335  1.30
H 0.626 -0.403 -2.512  0.20
H -0.710 0.550 -1.821  0.25
H -0.002 -0.105 0.552  0.20
H 2.403 0.406 -1.119  0.20
H 0.165 -2.418 -0.549  0.20
H 1.429 -2.093 0.559  0.20
H 1.865 -2.002 -1.069  0.20
H 1.538 2.902 -0.508  0.20
H 1.705 1.873 0.833  0.20
H 0.210 2.015 -0.008  0.21
H -5.124 0.268 0.897  0.25
H -4.483 -1.226 1.762  0.23
H -3.857 0.442 1.889  0.24

=====

Least stable of them? (Q).

=====

(P)
ORCA calculation (ωB97M-V/def2-TZVPD) on an isolated molecule of C5H5NS.

* molecular weight: 111.17 g mol⁻¹
* Kohn-Sham gap (spin up / spin down): 7.98 / 7.98 eV

Last column: natural (NBO) charge in e.
Cartesian coordinates (Å):
C -1.886 0.933 0.437  -0.29
C 0.145 1.045 -0.711  0.35
C -0.641 -1.405 -0.539  -0.36
C 1.277 0.259 -0.425  -0.50
C 0.609 -0.948 0.206  -0.52
N -0.773 1.371 -0.001  -0.31
S -2.096 -0.801 -0.147  0.50
H -2.419 1.590 0.920  0.20
H 1.754 -0.011 -1.348  0.22
H 1.990 0.662 0.177  0.24
H 0.653 -0.929 1.350  0.23
H 1.386 -1.765 0.081  0.23

=====

(Q)
ORCA calculation (ωB97M-V/def2-TZVPD) on an isolated molecule of C5H5NS.

* molecular weight: 111.17 g mol⁻¹
* Kohn-Sham gap: 8.55 eV
* structure (SMILES): C#C[C@@H]1N[C@@H]1C=S

Last column: natural (NBO) charge in e.
Cartesian coordinates (Å):
C -0.928 -0.179 0.273  -0.30
C -0.148 0.936 -0.267  -0.15
C 1.343 0.729 -0.501  -0.13
C 1.980 -0.546 -0.173  -0.04
C 2.517 -1.580 0.065  -0.21
H -0.387 -0.844 1.000  0.21
H -0.722 1.568 -0.970  0.23
H 0.949 1.148 1.508  0.37
H 1.790 1.290 -1.330  0.24
H 3.014 -2.479 0.295  0.24
N 0.865 1.589 0.593  -0.53
S -2.455 -0.498 -0.065  0.09

=====

Least stable of them? (P).

=====

(P)
ORCA calculation (ωB97M-V/def2-TZVPD) on a cluster of 2 separate species, C2H10N4 in total.

* molecular weight: 90.13 g mol⁻¹
* Kohn-Sham gap: 9.82 eV
* structure (SMILES): [H]/N=C/N.NCN

Last column: natural (NBO) charge in e.
Cartesian coordinates (Å):
N -0.252 -1.117 -0.773  -0.94
C -0.930 -2.286 -1.291  -0.04
N -0.260 -3.480 -0.825  -0.82
H -0.300 -0.382 0.026  0.42
H -0.585 -0.302 -1.338  0.37
H -0.955 -2.313 -2.347  0.18
H -2.084 -2.439 -1.054  0.14
H -0.518 -3.610 0.152  0.34
H 0.635 -3.046 -0.730  0.35
N 0.073 3.377 1.786  -0.84
C 1.026 2.597 1.070  0.30
N 0.920 1.954 -0.036  -0.75
H 0.121 3.484 2.794  0.41
H -0.773 3.577 1.260  0.40
H 1.983 2.303 1.708  0.13
H 1.899 1.681 -0.402  0.37

=====

(Q)
ORCA calculation (ωB97M-V/def2-TZVPD) on a cluster of 2 separate species, C2H10N4 in total.

* molecular weight: 90.13 g mol⁻¹
* Kohn-Sham gap (spin up / spin down): 7.34 / 7.34 eV

Last column: natural (NBO) charge in e.
Cartesian coordinates (Å):
C 0.527 0.931 -0.098  0.00
C 0.213 -0.285 -1.334  -0.17
N 1.061 0.321 1.020  -0.40
N 0.202 -1.374 1.316  -0.79
N -0.657 1.736 0.154  -0.87
N -0.837 -1.093 -0.965  -0.94
H 0.636 0.725 1.852  0.35
H 1.310 1.486 -0.616  0.21
H 1.048 -1.914 1.411  0.38
H -0.312 -1.339 2.188  0.37
H -0.819 2.394 -0.601  0.36
H -1.469 1.122 0.199  0.36
H -1.733 -0.715 -1.256  0.34
H -0.430 -1.501 0.313  0.43
H 1.172 -0.808 -1.342  0.17
H 0.088 0.316 -2.240  0.17

=====

(R)
ORCA calculation (ωB97M-V/def2-TZVPD) on a cluster of 2 separate species, C2H10N4 in total.

* molecular weight: 90.13 g mol⁻¹
* Kohn-Sham gap: 10.11 eV
* structure (SMILES): [H]/N=C/N.NCN

Last column: natural (NBO) charge in e.
Cartesian coordinates (Å):
N 0.651 -0.589 -0.398  -0.92
C 0.866 -0.516 -1.821  -0.06
N 1.946 0.426 -2.198  -0.82
H 1.264 -1.246 0.066  0.36
H -0.323 -0.731 -0.126  0.42
H 1.061 -1.473 -2.320  0.16
H 0.009 -0.150 -2.394  0.18
H 1.756 1.279 -1.675  0.34
H 2.779 0.139 -1.685  0.33
N -0.698 1.149 1.786  -0.85
C -1.704 0.263 2.000  0.29
N -1.937 -0.666 1.135  -0.75
H -0.691 2.100 2.106  0.40
H 0.016 0.856 1.124  0.42
H -2.199 0.288 2.969  0.16
H -2.798 -1.129 1.432  0.35

=====

(S)
ORCA calculation (ωB97M-V/def2-TZVPD) on a structure of composition C2H10N4.

* molecular weight: 90.13 g mol⁻¹
* Kohn-Sham gap (spin up / spin down): 7.94 / 7.94 eV

Last column: natural (NBO) charge in e.
Cartesian coordinates (Å):
C -1.642 -0.494 -0.491  -0.50
N 0.003 2.568 -0.255  -0.64
N -0.344 1.253 -0.050  -0.08
N -1.421 0.878 -0.667  -0.19
H -0.559 3.015 -0.978  0.36
H -0.004 3.091 0.610  0.37
H -0.729 -1.014 -0.988  0.25
H -1.451 -0.860 0.530  0.21
H -2.652 -0.761 -0.797  0.21
C 1.348 -0.993 -0.131  -0.48
N 1.126 -1.451 1.195  -0.90
H 1.022 -2.447 1.356  0.39
H 1.000 -0.709 1.876  0.38
H 2.313 -0.491 -0.251  0.16
H 1.365 -1.821 -0.837  0.19
H 0.625 0.236 -0.123  0.26

=====

Least stable of them? (S).